Entry 1:
An isolated molecule of C16H14F2N2O3, computed with the ωB97M-V functional and the def2-TZVPD basis.

```
37
Properties=species:S:1:pos:R:3:forces:R:3:nbo_charge:R:1
F -2.873 -3.812 -5.177 1.996 -1.804 0.156 -0.394
F -0.759 -3.511 -5.555 3.485 0.452 -3.303 -0.276
O 3.147 -0.931 2.809 2.722 -2.648 -1.612 -0.592
O -1.410 5.232 2.726 2.932 -4.140 14.524 -0.484
O -1.951 -2.365 -3.975 5.586 -3.282 3.609 -0.531
N -0.207 3.545 2.026 4.689 -3.923 -4.562 -0.502
N 2.104 0.769 3.403 -0.667 5.220 2.496 -0.615
C 0.364 -2.725 -2.730 -2.444 -1.619 0.511 -0.222
C 0.805 -1.583 -0.793 -7.877 9.242 10.284 -0.041
C -0.611 4.102 3.044 1.041 0.214 2.378 0.499
C 1.129 -0.364 1.401 6.217 -0.403 1.857 -0.276
C 1.496 -1.144 0.442 1.383 -1.779 -3.717 -0.150
C 0.922 2.543 1.981 -1.820 0.238 2.561 -0.035
C -0.609 -0.944 -0.741 4.330 -5.926 -6.082 -0.147
C 2.363 -0.119 2.444 -4.317 -0.921 0.351 0.664
C -1.302 -1.308 -1.886 -5.396 6.538 5.484 -0.249
C 0.643 2.540 4.355 5.651 -6.936 -3.808 -0.270
C -0.950 -2.248 -2.655 1.623 -4.420 -9.223 0.268
C -1.516 -3.700 -4.604 -8.843 4.782 1.533 0.785
C 1.280 1.996 3.245 0.505 -1.731 -4.420 0.114
C -1.737 5.420 1.586 0.148 1.491 -13.430 -0.203
C -0.042 3.509 4.415 -11.109 14.336 -2.875 -0.162
C 1.066 -2.512 -1.541 5.272 -7.092 -7.569 -0.218
H 1.341 2.171 0.981 -0.968 1.004 1.647 0.235
H -0.450 4.154 5.205 0.638 -1.150 0.491 0.230
H 0.900 2.307 5.235 2.503 -2.993 6.602 0.223
H -2.395 6.236 1.560 -1.450 1.013 -0.371 0.183
H 2.508 -1.473 0.295 0.892 0.056 1.129 0.210
H -2.073 4.545 0.900 0.101 1.105 1.384 0.171
H 0.725 -3.435 -3.480 -0.122 0.440 0.259 0.225
H 2.077 -2.976 -1.527 -0.624 0.159 0.310 0.214
H -0.586 -0.081 -0.296 -1.065 4.516 2.725 0.195
H -0.781 5.813 0.993 -1.548 -0.580 0.219 0.124
H 0.265 0.078 1.617 -3.424 1.552 0.738 0.212
H 2.783 0.687 4.245 -1.686 0.363 -2.042 0.421
H -2.297 -0.807 -2.176 1.487 -0.661 0.676 0.247
H -1.297 -4.542 -4.008 0.158 -0.713 1.086 0.145
```
Positions in Å, forces in eV/Å.

Values from the calculation:
ΔE to the lowest compared entry with this formula, charge and spin: 278.1 kcal/mol
energy: -1152.63540 hartree
gap between HOMO and LUMO: 8.6249 eV
structure (SMILES): COc1ccc(NC(=O)/C=C/c2ccc(OC(F)F)cc2)cn1
highest occupied orbital energy: -8.86 eV

---

Entry 2:
A structure of composition C5H13NOP, computed with the ωB97M-V functional and the def2-TZVPD basis.

```
21
Properties=species:S:1:pos:R:3:forces:R:3:nbo_charge:R:1
P -2.421 0.677 0.784 -0.366 -4.886 1.651 0.311
O -1.609 -1.467 -0.930 -4.549 1.218 -0.887 -0.736
N 0.868 -1.830 -0.048 1.451 0.241 2.949 -0.708
C 0.701 0.371 1.142 2.413 -2.180 -1.834 -0.414
C 1.095 1.022 -0.301 0.010 -3.480 0.439 -0.387
C -0.071 -0.944 0.717 -0.067 2.185 0.962 -0.159
C -0.139 1.060 -1.238 -0.126 -2.049 4.110 -0.414
C -1.120 -0.414 -0.203 0.345 3.632 -1.839 0.099
H 1.969 0.275 -0.717 -1.571 2.384 0.602 0.149
H -0.630 -1.474 1.505 0.816 -0.080 -0.035 0.260
H 0.099 0.830 -2.238 -0.133 -0.321 -1.132 0.222
H 1.478 1.975 -0.123 1.167 1.403 0.079 0.243
H -2.045 1.876 0.552 1.240 3.471 -1.126 -0.033
H -3.463 0.603 -0.124 -0.262 0.007 -0.662 -0.008
H 1.574 -2.226 0.638 -0.872 0.550 -0.813 0.442
H -0.651 2.020 -1.065 -0.130 -0.730 -0.458 0.220
H 0.056 0.951 1.726 -0.939 1.061 0.772 0.236
H 1.643 0.160 1.766 -1.351 0.294 -0.892 0.234
H 1.406 -1.113 -0.589 -0.597 -1.390 -0.802 0.460
H -2.630 -1.187 -1.130 3.616 -1.495 0.232 0.513
H 0.381 -2.646 -0.396 -0.096 0.164 -1.316 0.468
```
Positions in Å, forces in eV/Å.

Values from the calculation:
total charge: +1
ΔE to the lowest compared entry with this formula, charge and spin: 70.1 kcal/mol
energy: -669.27925 hartree
gap between HOMO and LUMO: 8.9703 eV
highest occupied orbital energy: -12.31 eV

---

Entry 3:
A structure of composition C18H20Cl5NO4RuS2Te4, computed with the ωB97M-V functional and the def2-TZVPD basis.

```
55
Properties=species:S:1:pos:R:3:forces:R:3:nbo_charge:R:1
Te 4.805 -0.713 2.911 0.095 0.017 0.005 -0.127
Te 3.265 -4.118 1.909 0.110 -0.340 0.226 0.114
Te 0.876 -3.386 0.939 0.195 0.067 -0.070 -0.155
Te 5.185 -2.428 0.880 0.229 -0.313 -0.216 0.029
Ru 2.623 -1.385 1.523 -0.267 1.085 0.050 0.244
Cl -2.124 0.868 5.645 -0.007 -0.008 0.005 0.043
Cl -1.307 2.597 3.209 0.055 -0.020 -0.040 0.041
Cl -0.410 -1.608 6.401 0.018 -0.010 -0.006 0.037
Cl 1.975 -2.426 4.717 0.059 -0.123 -0.118 0.013
Cl 1.110 1.924 1.548 0.041 0.007 0.101 0.007
S -0.894 -0.050 -0.057 -0.362 0.206 -0.316 1.234
S 0.273 0.710 -4.817 0.440 0.121 -0.307 2.415
O 0.997 0.407 -6.039 -0.138 0.000 0.118 -1.003
O 0.527 -0.541 -0.087 0.038 -0.307 0.170 -1.042
O -0.209 2.080 -4.711 -0.063 0.016 0.037 -1.030
O -0.714 -0.291 -4.432 -0.154 -0.138 0.043 -1.031
N 3.313 0.256 0.271 -0.071 -0.067 0.115 -0.781
C 2.892 0.323 -1.128 -0.095 0.154 0.106 0.208
C 1.915 1.716 -2.822 0.017 0.083 -0.017 -0.194
C 1.894 -0.667 -3.051 -0.015 -0.099 -0.137 -0.173
C -0.406 1.169 3.569 -0.117 -0.078 0.166 -0.083
C -2.347 1.671 -1.745 0.063 0.023 -0.083 -0.422
C -0.973 1.079 -1.471 0.012 -0.005 0.169 -0.610
C -3.260 -1.872 1.330 -0.007 -0.015 0.078 -0.614
C 2.613 1.585 -1.632 -0.035 -0.086 -0.040 -0.281
C -0.782 0.410 4.670 0.155 -0.035 -0.130 -0.098
C 1.029 -1.092 4.147 0.110 -0.085 0.004 0.012
C -1.913 -1.385 -0.766 0.142 0.027 -0.034 -0.601
C 1.375 -0.443 2.947 -0.087 0.016 -0.127 -0.210
C -0.019 -0.709 4.980 -0.184 0.097 0.055 -0.124
C -2.906 2.490 -0.586 -0.022 -0.044 0.040 -0.612
C 2.599 -0.809 -1.868 -0.007 -0.015 0.071 -0.240
C 1.491 0.585 -3.497 0.186 -0.070 -0.080 -0.316
C 0.672 0.760 2.779 -0.028 0.191 -0.222 -0.082
C -3.297 -1.457 -0.135 -0.041 -0.053 -0.102 -0.411
H -0.578 0.515 -2.320 -0.308 0.030 0.189 0.289
H -1.934 -1.266 -1.851 -0.014 0.066 0.007 0.258
H -2.804 -2.858 1.445 0.007 -0.004 -0.017 0.207
H -0.246 1.856 -1.227 -0.079 0.023 0.080 0.232
H -2.235 2.301 -2.630 0.049 -0.036 -0.023 0.247
H -4.263 -1.914 1.756 -0.003 0.003 -0.008 0.209
H -3.883 -2.177 -0.713 -0.010 -0.015 0.038 0.211
H -2.674 -1.174 1.933 0.002 0.021 -0.026 0.213
H -3.106 1.877 0.295 -0.008 -0.021 0.009 0.199
H 2.778 -1.798 -1.459 0.039 0.076 -0.020 0.224
H 2.860 2.465 -1.047 0.012 0.008 -0.004 0.203
H 1.601 2.687 -3.184 0.018 -0.003 -0.009 0.244
H 1.556 -1.544 -3.588 0.014 -0.003 0.004 0.235
H -3.042 0.882 -2.044 -0.019 -0.019 0.045 0.201
H -2.194 3.258 -0.276 0.015 0.028 -0.026 0.206
H -3.837 2.984 -0.867 0.003 0.002 -0.007 0.206
H -1.333 -2.286 -0.557 -0.052 -0.030 0.048 0.230
H 2.959 1.108 0.699 0.016 -0.114 0.144 0.417
H 4.325 0.334 0.353 0.013 -0.246 0.018 0.406
H -3.814 -0.500 -0.251 0.044 0.040 0.044 0.205
```
Positions in Å, forces in eV/Å.

Values from the calculation:
total charge: -1
multiplicity: 2
energy: -5318.00587 hartree
gap between HOMO and LUMO (spin up / spin down): 5.7350 / 5.4012 eV
highest occupied orbital energy (spin up / spin down): -5.16 / -5.09 eV
expectation value of S²: 0.81